Entry a
DFT (ωB97M-V/def2-TZVPD) results for 2 unconnected molecules or ions with the total composition C5H13NO.

The HOMO energy (spin up / spin down) is -14.673 / -14.673 eV. As for the expectation value of S²: 0.754. As for the LUMO energy (spin up / spin down): -2.794 / -7.838 eV. As for the charge: +1. The frontier orbital gap (spin up / spin down) is 11.9 / 6.8 eV. Its spin multiplicity is 2.

Last column: Mulliken charge in e.
Element x y z (Å)
C -1.00889 1.35194 -0.42606  -0.87
N -0.25620 1.17698 0.80225  0.19
C 1.18109 1.65783 0.56592  -0.54
C 1.85206 0.36791 0.03805  -0.49
C 1.19337 -0.83314 0.69917  -0.31
C -0.19995 -0.30014 1.10607  -0.53
H -0.87572 2.28735 -0.87871  0.34
H -2.08025 1.18690 -0.28882  0.33
H -0.66804 0.55961 -1.12361  0.43
H 1.30361 2.52643 -0.10005  0.36
H 1.42085 2.02776 1.53083  0.34
H 3.00547 0.22499 0.12561  0.36
H 1.68496 0.35087 -1.12227  0.25
H 1.75753 -1.19905 1.61024  0.30
H 1.08486 -1.68899 0.00679  0.28
H -0.95800 -0.89930 0.54579  0.20
H -0.39259 -0.40109 2.21154  0.35
H -1.90528 -2.73734 -1.16082  0.31
H -2.91497 -3.04934 -2.23608  0.32
O -2.09689 -2.61176 -2.07938  -0.62

=====

Entry b
DFT (ωB97M-V/def2-TZVPD) results for 2 unconnected molecules or ions with the total composition C5H13NO.

The HOMO energy (spin up / spin down) is -14.058 / -14.058 eV. As for the expectation value of S²: 0.762. As for the LUMO energy (spin up / spin down): -3.682 / -7.776 eV. As for the charge: +1. The frontier orbital gap (spin up / spin down) is 10.4 / 6.3 eV. Its spin multiplicity is 2.

Last column: Mulliken charge in e.
Element x y z (Å)
C 1.42029 -1.77956 -0.58407  -0.89
N 0.95006 -0.57390 0.28163  -0.19
C -0.48336 -0.47663 0.37228  0.43
C -1.20818 -1.28530 1.17062  -0.04
C -2.68602 -1.04861 1.50864  -1.18
C -1.09188 0.40934 -0.66385  -0.98
H 2.44147 -1.84864 -0.43648  0.43
H 1.15788 -2.69865 0.02902  0.32
H 0.97672 -1.91534 -1.51474  0.34
H 1.42771 0.23916 -0.09698  0.36
H -0.62891 -1.95504 1.82601  0.38
H -3.29875 -1.68071 0.83559  0.35
H -3.06472 -1.22794 2.56770  0.34
H -3.01463 -0.00875 1.34225  0.35
H -2.24319 0.30868 -0.65485  0.38
H -0.57494 -0.01274 -1.57528  0.32
H -0.69024 1.47265 -0.50928  0.29
H 3.29504 3.62283 -1.99705  0.35
H 1.66869 3.42236 -1.70625  0.31
O 2.52404 3.92299 -1.36286  -0.66

=====

Stability comparison, relative energies in kJ/mol: entry a 0.0; entry b 76.8

=====

Entry a
DFT (ωB97M-V/def2-TZVPD) results for a molecular structure, C7H16.

The HOMO energy is -7.492 eV. As for the LUMO energy: 0.893 eV. The frontier orbital gap is 8.4 eV.

Last column: Mulliken charge in e.
Element x y z (Å)
C 2.49071 -0.31047 -0.90083  -1.24
C 1.68859 0.03468 0.34753  -0.54
C 0.29446 -0.61909 0.39762  0.75
C -0.31470 -0.50643 1.80539  -1.59
C -0.57540 -0.26337 -0.77586  -0.14
C -1.19686 1.88135 -0.35123  -1.17
C -1.93189 -0.89177 -0.82871  -1.34
H 2.67460 -1.39080 -0.95375  0.31
H 3.46515 0.19160 -0.92075  0.38
H 1.93194 -0.02574 -1.79681  0.30
H 2.25587 -0.26977 1.23759  0.35
H 1.57587 1.12572 0.42101  0.22
H 0.43627 -1.69852 0.19075  0.32
H 0.33418 -0.99186 2.54391  0.45
H -0.41840 0.54606 2.09723  0.30
H -1.30275 -0.97613 1.87135  0.37
H -0.58662 0.95697 -1.09701  0.26
H -1.75571 2.39271 -1.14447  0.35
H -1.87066 1.61293 0.46246  0.34
H -0.38246 2.51095 0.01984  0.30
H -2.57000 -0.43771 -1.59429  0.35
H -1.74457 -1.92762 -1.14654  0.38
H -2.49758 -0.94366 0.11557  0.30

=====

Entry b
DFT (ωB97M-V/def2-TZVPD) results for 2 unconnected molecules or ions with the total composition C7H16.

The HOMO energy is -10.262 eV. As for the SMILES: CCCCC.C=C. As for the LUMO energy: 1.092 eV. The frontier orbital gap is 11.4 eV.

Last column: Mulliken charge in e.
Element x y z (Å)
C -0.31153 -0.68335 2.66917  -1.14
C -0.62634 0.51393 1.65656  -0.48
C 0.61922 1.08763 0.67197  -0.69
C 0.27201 1.81612 -0.56776  0.00
C 1.24448 1.97433 -1.64358  -1.45
H 0.04167 -1.52171 2.21233  0.35
H 0.22828 -0.16623 3.49698  0.29
H -1.18918 -1.24304 3.08507  0.32
H -0.68228 1.48952 2.36696  0.27
H -1.48712 0.52402 0.94351  0.37
H 1.22546 1.65410 1.52995  0.28
H 1.36713 0.35058 0.47569  0.41
H 0.15760 2.96500 -0.33792  0.19
H -0.75677 1.40732 -0.89997  0.24
H 1.61135 0.96518 -1.92218  0.33
H 0.89680 2.65618 -2.51973  0.27
H 2.14520 2.13586 -1.10156  0.44
C -0.60803 -2.33540 -2.23095  -0.40
C -0.75842 -3.03692 -1.15096  -0.33
H -0.13782 -1.40430 -2.28279  0.19
H -1.18640 -2.69148 -3.07967  0.20
H -0.45837 -2.65005 -0.24110  0.13
H -1.60692 -3.80729 -1.13001  0.20

=====

Stability comparison, relative energies in kJ/mol: entry a 0.0; entry b 13.3

=====

Entry a
DFT (ωB97M-V/def2-TZVPD) results for HN3P2 in the gas phase.

The HOMO energy is -9.690 eV. As for the SMILES: N1=N[PH]#P=N1. As for the LUMO energy: -1.063 eV. The frontier orbital gap is 8.6 eV.

Last column: Mulliken charge in e.
Element x y z (Å)
N -2.11722 1.55327 -0.16414  -0.17
N -1.07865 1.39437 0.42606  0.00
P -0.55611 -0.07338 0.90050  0.02
P -2.32705 -1.07449 -0.00303  0.19
N -2.93792 0.31430 -0.33527  -0.17
H 0.16615 -0.00106 -0.22482  0.12

=====

Entry b
DFT (ωB97M-V/def2-TZVPD) results for HN3P2 in the gas phase.

The HOMO energy is -9.764 eV. As for the SMILES: N1=N[PH]#P=N1. As for the LUMO energy: -1.276 eV. The frontier orbital gap is 8.5 eV.

Last column: Mulliken charge in e.
Element x y z (Å)
N 1.77687 -0.79325 -1.86912  -0.16
N 1.52145 -0.74659 -0.69306  -0.03
P 0.83697 0.66160 0.09669  0.02
P 0.64219 1.54089 -1.87129  0.20
N 1.40495 0.44343 -2.65405  -0.17
H -0.38213 -0.16046 0.42529  0.15

=====

Stability comparison, relative energies in kJ/mol: entry a 16.3; entry b 0.0

=====

Entry a
DFT (ωB97M-V/def2-TZVPD) results for 2 unconnected molecules or ions with the total composition C24H28BNO6.

The HOMO energy is -8.530 eV. As for the SMILES: CCCCCCc1c(OCC)cc(OB(O)O)c2c1C(=O)c1ccccc1C2=O.CC#N. As for the LUMO energy: -0.570 eV. The frontier orbital gap is 8.0 eV.

Last column: Mulliken charge in e.
Element x y z (Å)
C 6.40960 0.97010 0.53606  -1.16
C 5.23792 -0.08305 0.27238  -0.35
C 4.91957 -0.24839 -1.27815  -0.79
C 3.33607 -0.47462 -1.43903  0.03
C 2.68822 0.75312 -2.17206  -0.68
C 1.14296 0.56706 -2.54731  -1.36
C 0.50323 -0.47392 -1.58211  0.65
C 0.42572 -1.89370 -1.98973  0.23
O 0.93242 -2.18300 -3.23980  -0.42
C 0.31246 -3.32906 -3.84847  -0.53
C -1.19386 -3.09967 -4.26532  -0.94
C -0.13651 -2.86777 -1.05521  -0.91
C -0.64287 -2.46864 0.24725  -0.06
O -1.17344 -3.31937 1.20035  -0.68
B -1.95544 -4.36814 0.63109  0.74
O -1.41818 -5.66730 0.67822  -0.50
O -3.20902 -4.22872 0.04274  -0.51
C -0.55572 -1.04682 0.61790  0.59
C 0.02669 -0.02976 -0.28160  0.99
C 0.10873 1.43791 0.23541  0.24
O 1.02472 2.18749 -0.00963  -0.52
C -1.05500 1.91610 1.14942  0.30
C -1.54838 3.28733 1.17834  -0.90
C -2.66920 3.58542 2.07558  -0.18
C -3.29543 2.56541 2.90499  -0.27
C -2.78829 1.19357 2.89326  -0.83
C -1.66489 0.89867 2.01701  0.48
C -1.07152 -0.54933 1.98613  0.04
O -1.01321 -1.18160 3.01588  -0.54
H 7.16386 0.87650 -0.28391  0.31
H 6.85724 0.75776 1.54134  0.34
H 5.94514 1.99586 0.53546  0.26
H 5.46434 -1.07389 0.75994  0.36
H 4.34968 0.32422 0.83815  0.24
H 5.38496 -1.21450 -1.60850  0.28
H 5.25361 0.62852 -1.88285  0.48
H 3.11108 -1.38068 -2.06865  0.05
H 2.95098 -0.65904 -0.40714  0.15
H 3.22718 0.88958 -3.15690  0.40
H 2.83618 1.72023 -1.62182  0.25
H 0.63770 1.56581 -2.41682  0.34
H 1.01527 0.30409 -3.63147  0.47
H 0.45819 -4.28231 -3.26293  0.33
H 0.87051 -3.50421 -4.81177  0.38
H -1.23704 -2.08992 -4.76540  0.26
H -1.91726 -3.18379 -3.42201  0.24
H -1.39304 -3.83848 -5.09315  0.40
H -0.15314 -3.93230 -1.37125  0.28
H -0.60477 -5.58415 1.21290  0.32
H -3.60252 -3.38826 0.33374  0.31
H -1.07678 4.07068 0.53654  0.40
H -3.02030 4.63943 2.09516  0.37
H -4.16356 2.77499 3.56739  0.20
H -3.22336 0.37178 3.49927  0.40
C -6.61263 5.11446 4.74310  -0.80
C -5.36810 5.61579 4.11507  0.36
N -4.40337 6.00432 3.62862  -0.38
H -6.56626 5.25846 5.82203  0.27
H -7.47077 5.65668 4.34751  0.28
H -6.73302 4.05264 4.52998  0.28

=====

Entry b
DFT (ωB97M-V/def2-TZVPD) results for 2 unconnected molecules or ions with the total composition C24H28BNO6.

The HOMO energy is -8.371 eV. As for the SMILES: CCCCCCc1c(OCC)cc(OB(O)O)c2c1C(=O)c1ccccc1C2=O.CC#N. As for the LUMO energy: -1.532 eV. The frontier orbital gap is 6.8 eV.

Last column: Mulliken charge in e.
Element x y z (Å)
C 6.66496 0.94122 0.58010  -0.94
C 5.44399 -0.14291 0.24794  -0.40
C 5.16167 -0.27950 -1.39124  -0.57
C 3.51540 -0.49559 -1.59233  -0.08
C 2.86866 0.80464 -2.35508  -0.59
C 1.27660 0.62411 -2.77292  -0.79
C 0.60999 -0.48197 -1.76281  0.16
C 0.53473 -2.08291 -2.23312  0.30
O 1.07700 -2.38472 -3.56713  -0.33
C 0.43575 -3.55931 -4.17879  -0.43
C -1.14293 -3.32063 -4.61448  -0.81
C -0.09610 -3.17674 -1.17191  -0.54
C -0.67010 -2.73254 0.29796  0.20
O -1.23305 -3.61803 1.32876  -0.47
B -2.04687 -4.70718 0.75478  0.65
O -1.46756 -6.08701 0.82407  -0.51
O -3.37885 -4.58119 0.13131  -0.52
C -0.57228 -1.11449 0.70721  0.08
C 0.07597 0.03304 -0.30033  0.60
C 0.15900 1.59881 0.25024  0.34
O 1.17282 2.43672 -0.01659  -0.52
C -1.07900 2.11496 1.22349  0.25
C -1.64392 3.66552 1.26022  -0.60
C -2.91235 3.98816 2.28357  -0.13
C -3.61545 2.82626 3.22351  -0.16
C -3.03480 1.28026 3.20359  -0.59
C -1.76255 0.96100 2.20473  0.25
C -1.12092 -0.57889 2.16340  0.16
O -1.05054 -1.27130 3.30688  -0.54
H 7.47629 0.84843 -0.26223  0.27
H 7.09734 0.68732 1.64871  0.29
H 6.17418 2.02910 0.58561  0.23
H 5.65672 -1.20312 0.75163  0.30
H 4.49550 0.28652 0.82967  0.22
H 5.64632 -1.29752 -1.74326  0.24
H 5.53607 0.64624 -2.00252  0.40
H 3.27641 -1.43711 -2.27556  0.05
H 3.09732 -0.70301 -0.51885  0.16
H 3.45384 0.95718 -3.38411  0.33
H 3.02428 1.81929 -1.76318  0.21
H 0.74222 1.68185 -2.63406  0.28
H 1.15251 0.36062 -3.92510  0.35
H 0.59072 -4.56606 -3.55641  0.28
H 1.01613 -3.75430 -5.20351  0.32
H -1.18324 -2.25661 -5.15311  0.23
H -1.90285 -3.40202 -3.72792  0.24
H -1.34810 -4.10827 -5.48742  0.34
H -0.10582 -4.29738 -1.50838  0.11
H -0.62006 -5.98001 1.38155  0.33
H -3.78961 -3.71520 0.42343  0.32
H -1.14698 4.50626 0.57580  0.31
H -3.28658 5.10145 2.30624  0.30
H -4.53371 3.03393 3.93003  0.13
H -3.48590 0.40489 3.84012  0.32
C -6.97760 5.43323 5.03181  -0.74
C -5.70564 5.95784 4.38562  0.41
N -4.65051 6.39298 3.84966  -0.48
H -6.93025 5.57299 6.11523  0.27
H -7.84442 5.97289 4.64057  0.28
H -7.09381 4.36785 4.81488  0.27

=====

Stability comparison, relative energies in kJ/mol: entry a 0.0; entry b 1990.1